{"formula": "C24H20AsBrN4O4S10SbW", "method": "the ωB97M-V functional and the def2-TZVPD basis", "symbols": ["W", "S", "As", "S", "S", "S", "C", "O", "C", "C", "C", "Br", "C", "C", "C", "O", "C", "N", "C", "C", "C", "C", "C", "C", "N", "H", "H", "H", "H", "H", "H", "H", "H", "H", "H", "H", "O", "C", "C", "C", "C", "C", "C", "C", "O", "N", "N", "C", "S", "C", "C", "S", "H", "H", "H", "H", "H", "H", "H", "H", "H", "S", "Sb", "S", "S", "S"], "xyz": [[-3.47053, -1.50591, -0.03529], [-6.75443, 0.11101, -2.98694], [-6.57690, -0.72208, -1.11188], [-5.11036, -2.51719, -1.25875], [-4.91274, 0.32157, 0.02316], [-8.07946, -1.22505, 0.19293], [0.53165, -1.97210, -3.48032], [0.56363, -1.42698, -2.17793], [1.76493, -1.03425, -1.69204], [2.91104, -0.92630, -2.45881], [4.08927, -0.52548, -1.83549], [5.66090, -0.38023, -2.89434], [4.14673, -0.23181, -0.49917], [2.98060, -0.32498, 0.27543], [1.79314, -0.73434, -0.31693], [0.60438, -0.78354, 0.35465], [3.08853, 0.04935, 1.69545], [4.21850, 0.42282, 2.24864], [3.89988, 0.71226, 3.55856], [4.70645, 1.16147, 4.60512], [4.10894, 1.38854, 5.82911], [2.73369, 1.17682, 6.02665], [1.91726, 0.73033, 5.00526], [2.52872, 0.50461, 3.77539], [2.03845, 0.08012, 2.56697], [1.26271, -2.77796, -3.58897], [0.71846, -1.20563, -4.23897], [-0.47185, -2.37366, -3.60945], [2.90643, -1.14656, -3.51493], [5.06030, 0.08654, -0.02002], [0.52824, -1.60344, 0.89461], [5.76488, 1.32649, 4.45009], [4.70938, 1.73885, 6.65941], [2.30670, 1.36536, 7.00361], [0.85739, 0.56042, 5.14509], [1.07265, -0.13674, 2.36487], [-0.86242, 0.84977, 2.68662], [-0.54018, 1.86510, 1.84497], [0.24376, 2.88477, 2.38087], [0.65707, 3.93453, 1.58868], [0.29268, 3.99348, 0.24481], [-0.48182, 2.98656, -0.28891], [-0.90894, 1.90973, 0.49299], [-1.69300, 0.83806, -0.13775], [-2.22815, -0.08145, 0.65257], [-1.84502, 0.78761, -1.41129], [-2.56836, -0.33663, -1.79587], [-2.64804, -0.44055, -3.07501], [-3.37293, -1.80261, -3.88628], [-2.72969, -1.34802, -5.51861], [-2.73637, 0.16112, -5.60603], [-1.96983, 0.80668, -4.09684], [-1.47052, 0.24342, 2.22248], [0.52990, 2.81373, 3.42241], [1.27267, 4.71418, 2.01930], [0.61722, 4.81728, -0.37632], [-0.77455, 3.00203, -1.33017], [-3.39234, -1.80000, -6.25609], [-1.72314, -1.75002, -5.64163], [-3.75341, 0.54580, -5.67620], [-2.15195, 0.51945, -6.45335], [0.07308, -3.06439, 2.50688], [-1.81133, -3.88317, 1.57753], [-1.91620, -3.03785, -0.76194], [-3.66944, -2.32694, 2.08999], [-2.53633, -5.98400, 1.62744]], "forces_ev_per_angstrom": [[0.3956, 0.0795, 0.0816], [-0.0075, 0.0599, -0.1018], [0.0747, -0.1378, 0.0080], [-0.2199, 0.0248, -0.0642], [-0.2084, 0.1342, 0.0137], [-0.1042, 0.0119, 0.0113], [0.0301, 0.0384, -0.0103], [-0.0248, -0.0337, 0.0167], [-0.0119, -0.0215, -0.0186], [0.0627, -0.0082, 0.0395], [-0.0331, -0.0205, -0.0273], [0.0042, -0.0028, 0.0007], [-0.0100, 0.0346, 0.0434], [-0.0257, 0.0023, -0.0473], [-0.0467, 0.0826, -0.1311], [0.1058, -0.0110, 0.1718], [0.0086, 0.0805, 0.0384], [0.0278, -0.0519, -0.0357], [-0.0704, 0.0334, 0.0227], [-0.0006, 0.0105, 0.0079], [0.0197, 0.0076, -0.0070], [-0.0269, -0.0067, 0.0021], [0.0072, -0.0121, -0.0013], [0.0669, 0.0085, -0.0182], [-0.0677, -0.1186, 0.0677], [-0.0069, -0.0193, 0.0011], [0.0018, 0.0039, 0.0076], [0.0101, -0.0112, 0.0145], [-0.0054, 0.0004, -0.0065], [0.0013, -0.0064, -0.0054], [-0.0946, -0.0508, -0.0203], [-0.0048, -0.0043, -0.0004], [-0.0014, -0.0045, -0.0030], [-0.0016, -0.0008, -0.0061], [0.0080, 0.0055, 0.0109], [0.0602, 0.0474, -0.0535], [-0.0404, 0.0464, -0.0930], [-0.0455, -0.0513, -0.0013], [0.0030, -0.0111, 0.0088], [0.0048, 0.0229, -0.0284], [0.0186, 0.0268, 0.0103], [-0.0057, -0.0138, 0.0039], [-0.0033, -0.0160, 0.0273], [0.0233, 0.0129, -0.0873], [0.0300, 0.0419, 0.1163], [-0.0560, 0.0483, 0.0319], [0.0783, 0.0060, 0.1465], [-0.0363, -0.0927, -0.0563], [-0.0287, 0.0070, 0.0347], [-0.0100, -0.0102, -0.0060], [0.0010, 0.0373, -0.0014], [0.0299, 0.0111, -0.0197], [0.0691, -0.0117, 0.0460], [-0.0016, 0.0119, -0.0072], [0.0020, -0.0017, -0.0010], [-0.0003, 0.0004, 0.0033], [0.0038, 0.0057, 0.0006], [0.0051, -0.0104, -0.0008], [-0.0088, 0.0124, -0.0101], [-0.0084, -0.0149, -0.0121], [-0.0035, 0.0038, 0.0005], [-0.0247, 0.0186, -0.0664], [-0.0682, -0.0006, -0.1384], [0.0958, -0.1809, 0.0978], [0.0619, -0.0680, -0.0245], [0.0025, 0.0259, 0.0244]], "nbo_charge": [0.72, -0.63, 0.98, -0.24, -0.22, -0.59, -0.26, -0.50, 0.35, -0.34, -0.07, 0.03, -0.24, -0.04, 0.24, -0.76, 0.36, -0.49, 0.16, -0.23, -0.24, -0.23, -0.23, 0.09, -0.53, 0.18, 0.17, 0.20, 0.23, 0.25, 0.52, 0.21, 0.20, 0.21, 0.23, 0.46, -0.69, 0.34, -0.28, -0.16, -0.26, -0.15, -0.15, 0.59, -0.74, -0.37, -0.39, -0.03, 0.37, -0.53, -0.55, 0.35, 0.52, 0.23, 0.21, 0.21, 0.23, 0.24, 0.22, 0.23, 0.23, -0.75, 1.38, -0.28, -0.30, -0.67], "energy_ha": -10545.8867, "homo_ev": -6.1, "orbital_gap_ha": 0.215, "total_charge": -1}

=====

{"formula": "C24H20BF5INOS", "method": "the ωB97M-V functional and the def2-TZVPD basis", "symbols": ["C", "C", "C", "I", "C", "C", "C", "B", "C", "O", "C", "C", "F", "F", "C", "C", "C", "C", "C", "C", "F", "F", "F", "C", "C", "C", "N", "C", "C", "C", "C", "C", "C", "S", "H", "H", "H", "H", "H", "H", "H", "H", "H", "H", "H", "H", "H", "H", "H", "H", "H", "H", "H", "H"], "xyz": [[4.87393, 0.51788, 0.93972], [4.78894, -0.00302, -0.61154], [3.69220, 0.97270, -1.32544], [3.66422, 0.75553, -3.51232], [2.25462, 0.88227, -0.64634], [1.75598, 2.11928, 0.14255], [0.33740, 2.12364, 0.83830], [-0.04421, 3.50359, 1.59207], [0.00656, 3.72143, 3.22337], [-0.42046, 4.65054, 0.79087], [-0.64436, 0.92334, 0.81660], [-2.04736, 0.79711, 1.49546], [-2.49301, 1.80357, 2.38244], [-2.03140, -0.41827, 2.30232], [-3.24253, 0.60075, 0.41573], [-4.52347, -0.11248, 0.99721], [-5.75368, -0.43220, 0.11584], [-5.64937, -0.01768, -1.39818], [-4.38263, 0.71640, -1.97120], [-4.31664, 1.13109, -3.53165], [-4.43252, -0.03735, -4.35785], [-5.36318, 2.06370, -3.76874], [-3.02630, 1.71394, -3.77569], [-3.15278, 1.02575, -1.06668], [-0.13269, -0.32051, -0.01961], [1.28280, -0.33601, -0.71626], [1.72054, -1.50410, -1.50300], [1.59489, -2.77913, -0.77666], [2.74349, -3.82930, -0.60431], [2.52940, -5.17715, 0.15788], [1.13652, -5.52599, 0.76611], [-0.02552, -4.50753, 0.64550], [0.22336, -3.17958, -0.10572], [-1.10709, -1.87499, -0.28953], [4.34537, -0.20457, 1.66528], [4.38060, 1.54350, 1.04557], [5.96911, 0.64554, 1.26722], [5.84106, 0.14119, -1.03561], [4.44452, -1.09029, -0.56216], [4.09462, 2.04107, -1.13629], [2.43246, 3.03681, 0.20106], [0.55848, 4.72566, 3.38479], [-1.03103, 3.79471, 3.69744], [0.67141, 2.92842, 3.74378], [-1.34932, 4.85065, 1.04975], [-4.55968, -0.41291, 2.10894], [-6.64624, -0.97430, 0.56758], [-6.51184, -0.25473, -2.10255], [-2.20006, 1.52783, -1.43111], [2.70704, -1.44817, -1.79100], [3.78495, -3.63835, -1.02190], [3.38606, -5.92748, 0.28634], [0.92792, -6.50614, 1.32999], [-1.06108, -4.74569, 1.09163]], "forces_ev_per_angstrom": [[0.1435, -0.1109, 0.0645], [-0.5513, 1.0429, 1.4037], [0.3480, 0.0736, 1.7468], [-0.0533, 0.0148, 0.8099], [-3.0900, 0.8640, 1.6255], [-2.3323, -3.5040, -0.6444], [1.0161, -2.0093, -1.2958], [-0.5213, 0.9785, 0.3254], [1.0664, 0.0996, -0.1354], [-0.6204, -2.1265, 1.0506], [4.5601, -0.2867, -2.0696], [-1.5708, -1.4804, -0.7145], [1.5286, -1.1779, -1.3550], [0.0755, 2.4525, -1.2332], [-2.5384, -1.0072, -1.2591], [-0.2931, 0.7367, -3.0380], [4.1923, 2.1218, -1.7228], [2.5609, 0.7681, 1.9246], [-0.0629, -1.0531, 2.8010], [0.5576, -0.6440, 1.6921], [0.0094, 3.4072, 1.5910], [2.7059, -2.2633, -0.3795], [-3.5388, -1.1734, -0.0324], [-3.0644, -1.9025, 1.9697], [2.5070, 1.6744, -0.1144], [-0.4295, 2.6623, 1.2664], [-0.4187, -0.9488, 2.6902], [-0.8791, -4.1639, 2.3478], [-2.7186, -0.6597, 1.3388], [-3.2308, 2.1747, -0.1798], [0.4284, 3.1648, -1.6296], [3.2763, 0.7915, -1.4835], [2.4451, -0.8943, -0.1199], [1.7469, 0.0314, 0.4058], [0.8272, 1.1701, -1.1840], [0.6462, -1.4338, -0.1111], [-1.6587, -0.3484, -0.4969], [-1.7755, -0.4476, 0.1096], [0.6682, 1.4505, -0.4837], [-0.8641, -1.7504, -0.5153], [-1.2212, -1.3896, -0.0485], [-1.0306, -1.3968, -0.1767], [1.4605, -0.1887, -0.5686], [-1.4350, 1.1224, -0.7280], [0.9831, 0.3777, -0.1328], [0.2550, 0.5987, -2.0626], [1.3524, 0.9144, -0.9228], [1.3791, 0.4195, 1.0493], [-1.5768, -0.7908, 0.3559], [-0.7464, 0.4493, -0.0067], [-1.6135, -0.1545, 0.5297], [-1.4088, 1.4255, -0.3428], [0.5761, 1.7324, -1.0768], [1.9286, 0.5871, -0.8343]], "nbo_charge": [-0.63, -0.43, -0.35, 0.10, -0.06, -0.19, -0.35, 1.07, -1.03, -0.93, -0.10, 0.67, -0.34, -0.36, -0.10, -0.17, -0.23, -0.17, -0.13, 0.98, -0.33, -0.32, -0.33, -0.18, -0.15, 0.17, -0.62, 0.17, -0.27, -0.21, -0.24, -0.22, -0.18, 0.29, 0.23, 0.21, 0.22, 0.23, 0.21, 0.24, 0.23, 0.24, 0.26, 0.24, 0.50, 0.25, 0.24, 0.24, 0.27, 0.40, 0.22, 0.23, 0.23, 0.24], "energy_ha": -2276.2053, "homo_ev": -7.9, "orbital_gap_ha": 0.273, "total_charge": 0, "smiles": "CC[C@@H](I)c1cc(B(C)O)c(C(F)(F)c2cccc(C(F)(F)F)c2)c2c1Nc1ccccc1S2"}

=====

{"formula": "C24H20BrN5O6", "method": "the ωB97M-V functional and the def2-TZVPD basis", "symbols": ["C", "C", "C", "C", "N", "C", "Br", "C", "N", "H", "H", "H", "H", "H", "O", "N", "O", "C", "C", "C", "C", "C", "C", "H", "H", "H", "H", "H", "O", "N", "O", "C", "C", "C", "C", "C", "C", "H", "H", "H", "H", "H", "O", "N", "O", "C", "C", "C", "C", "C", "C", "H", "H", "H", "H", "H"], "xyz": [[-0.43429, 2.21750, -2.61345], [-0.29352, 3.53488, -2.40161], [1.07109, 4.21341, -2.08010], [1.67637, 3.50954, -0.85885], [2.37578, 3.22127, -0.02059], [2.02845, 4.19564, -3.36496], [3.84788, 3.53991, -2.93362], [2.20436, 5.62925, -3.87091], [2.02448, 6.69115, -4.20787], [0.44634, 1.55486, -2.71696], [-1.47515, 1.84443, -2.63939], [-1.19347, 4.17786, -2.49336], [0.87372, 5.28123, -1.84333], [1.52508, 3.55137, -4.11794], [-1.77977, 0.17997, -0.30320], [-1.02102, -0.44337, -1.02234], [-0.98886, -0.33947, -2.23932], [-0.08974, -1.38062, -0.38898], [-0.12379, -1.54962, 0.98844], [0.74395, -2.45452, 1.58280], [1.63669, -3.17692, 0.80094], [1.66954, -2.99300, -0.57649], [0.80334, -2.09172, -1.17771], [-0.81588, -0.99097, 1.60470], [0.71987, -2.59797, 2.64819], [2.30885, -3.88681, 1.26754], [2.36907, -3.55595, -1.18196], [0.83368, -1.95693, -2.25094], [1.11988, -1.79435, 4.78127], [2.24295, -2.09772, 4.42013], [2.49394, -3.01136, 3.65168], [3.36588, -1.31595, 4.94522], [3.11943, -0.29270, 5.84897], [4.18622, 0.42987, 6.36161], [5.48375, 0.12939, 5.96645], [5.71861, -0.89081, 5.05306], [4.65690, -1.61938, 4.53838], [2.11215, -0.05211, 6.16188], [4.00698, 1.22668, 7.07245], [6.31590, 0.69226, 6.37286], [6.73102, -1.12007, 4.74522], [4.84880, -2.41414, 3.82987], [-3.95508, 1.40237, -3.84889], [-5.10746, 1.00973, -3.79863], [-6.05710, 1.59376, -4.28742], [-5.36922, -0.25217, -3.09597], [-4.31745, -0.92636, -2.49522], [-4.57024, -2.10633, -1.81098], [-5.86528, -2.60324, -1.73679], [-6.91100, -1.92492, -2.35136], [-6.66532, -0.74299, -3.03460], [-3.30475, -0.54720, -2.54749], [-3.75704, -2.63824, -1.33204], [-6.06110, -3.52256, -1.19693], [-7.91892, -2.31659, -2.29400], [-7.48550, -0.21929, -3.50749]], "forces_ev_per_angstrom": [[-0.1879, 1.2639, 0.1479], [0.0429, -0.1262, -0.3055], [-0.6567, -0.7684, 0.2672], [-1.4020, 2.5119, -3.5813], [1.1205, -1.1282, 2.1972], [0.4102, 1.0668, 0.3999], [-0.6190, 0.0476, -0.5692], [-0.8843, -4.4485, 1.2500], [0.0479, 2.5774, -0.8205], [-0.7753, 0.2586, 0.3518], [1.0351, -0.0193, -0.5166], [0.7846, -0.3486, 0.4631], [0.3273, -0.8081, 0.2347], [0.8272, 0.5307, 0.3322], [0.0723, -0.0929, -0.2223], [-0.0293, 0.0367, 0.0213], [-0.1520, -0.6047, 0.3484], [0.3432, -0.2897, 0.2269], [-0.0903, 0.0512, 0.1025], [-0.2125, 0.0835, -0.4344], [-0.0040, -0.0032, -0.0825], [-0.0892, 0.0440, 0.1708], [0.0758, -0.0375, -0.2578], [-0.0181, 0.0361, -0.1758], [-0.2214, -0.0154, -0.1230], [-0.0424, 0.0640, 0.0090], [-0.0530, 0.0540, -0.0095], [-0.1399, 0.1063, 0.0823], [0.1852, -0.1104, -0.1049], [0.0126, -0.0844, 0.0559], [0.2583, 0.0910, 0.5572], [0.4056, 0.2951, 0.1680], [-0.1886, 0.1074, 0.1257], [0.1094, -0.1001, -0.0923], [0.0105, 0.0064, 0.0052], [-0.1150, 0.0898, 0.0973], [0.1314, -0.1610, -0.1440], [0.0027, -0.1510, -0.1250], [-0.0333, -0.0464, -0.0498], [-0.0476, -0.0235, -0.0320], [-0.0714, -0.0147, -0.0135], [-0.1899, 0.0175, 0.0426], [-0.2214, -0.0907, 0.0285], [0.0843, 0.2707, -0.1451], [0.1644, -0.1345, 0.0904], [-0.1018, -0.4734, 0.2770], [0.2933, 0.0352, 0.0401], [-0.2014, 0.0151, -0.0528], [0.0078, -0.0251, 0.0154], [0.1778, 0.0015, 0.0339], [-0.2458, 0.0425, -0.0587], [-0.1454, 0.1431, -0.1044], [-0.0134, 0.0567, -0.0378], [0.0082, 0.0459, -0.0359], [0.0402, 0.0530, -0.0276], [0.1732, 0.1021, -0.0199]], "nbo_charge": [-0.37, -0.22, -0.36, 0.29, -0.30, -0.32, 0.07, 0.25, -0.29, 0.20, 0.25, 0.23, 0.27, 0.28, -0.37, 0.53, -0.40, -0.01, -0.19, -0.20, -0.17, -0.23, -0.14, 0.25, 0.24, 0.23, 0.22, 0.24, -0.38, 0.52, -0.39, 0.08, -0.20, -0.21, -0.17, -0.21, -0.20, 0.25, 0.23, 0.22, 0.23, 0.25, -0.38, 0.52, -0.37, 0.08, -0.21, -0.20, -0.18, -0.21, -0.21, 0.26, 0.22, 0.22, 0.22, 0.25], "energy_ha": -4225.4220, "homo_ev": -10.0, "orbital_gap_ha": 0.335, "total_charge": 0, "smiles": "C=C[C@@H](C#N)[C@H](Br)C#N.O=[N+]([O-])c1ccccc1.O=[N+]([O-])c1ccccc1.O=[N+]([O-])c1ccccc1"}